A) The following is a quantum chemistry calculation of a cluster of 3 separate species, C5H13NO4 in total, from the Open Molecules 2025 dataset.

The value obtained for the frontier orbital gap is 10.85 eV. As for the charge: 0.

Last column: Löwdin charge in e.
CARTESIAN COORDINATES (ANGSTROEM)
C: 1.3012 -0.5428 1.2487  -0.064
C: 0.0734 -0.4141 0.2550  -0.196
C: -0.9772 0.4885 0.8340  -0.330
C: -0.4352 1.8692 1.2370  -0.195
O: 0.4799 2.3373 0.6087  0.066
N: -2.1836 0.6362 0.0205  0.068
C: -2.9774 -0.4758 -0.1963  -0.338
O: -2.9107 -1.4258 0.5404  0.033
H: 1.0668 -0.0315 2.1983  0.075
H: 1.3926 -1.5611 1.5915  0.067
H: 2.1193 -0.0443 0.7457  0.071
H: 0.4792 0.1066 -0.6017  0.093
H: -0.3283 -1.3738 -0.0795  0.096
H: -1.3035 0.0926 1.8356  0.159
H: -0.8242 2.4800 2.0814  0.136
H: -2.1519 1.4275 -0.6025  0.136
H: -3.6691 -0.4281 -1.0495  0.133
O: 1.5315 -2.8965 -1.6714  -0.041
H: 0.5818 -2.9612 -1.6065  0.024
H: 1.7142 -2.4986 -0.8207  0.007
O: 2.1131 1.9849 -2.3942  -0.057
H: 2.2675 1.0451 -2.5511  0.033
H: 2.6407 2.1856 -1.6234  0.023

---

B) The following is a quantum chemistry calculation of a cluster of 3 separate species, C5H13NO4 in total, from the Open Molecules 2025 dataset.

The value obtained for the frontier orbital gap is 10.20 eV. As for the charge: 0.

Last column: Löwdin charge in e.
CARTESIAN COORDINATES (ANGSTROEM)
C: 2.0506 -0.8525 1.5025  0.008
N: 1.7084 0.2738 0.9890  -0.108
C: 0.9045 0.4586 -0.1892  -0.162
C: 0.5853 -0.9059 -1.1280  -0.145
C: -0.9101 -1.1435 -1.1958  -0.121
C: -1.7781 0.1079 -1.4347  -0.573
O: -2.8549 0.3011 -0.9870  0.125
O: -1.3316 0.6925 -2.5198  0.127
H: 1.6920 -1.8466 1.3131  0.071
H: 2.7328 -0.5151 2.3249  0.093
H: -0.0280 0.9844 0.2551  0.146
H: 1.4913 1.1817 -0.7897  0.114
H: 0.9741 -0.6991 -2.1667  0.110
H: 0.9451 -1.8897 -0.9063  0.082
H: -1.0909 -1.3400 -0.0692  0.127
H: -1.2540 -1.9889 -1.6345  0.088
H: -1.6475 1.4947 -2.9463  0.139
O: -2.3056 -0.8793 1.7985  0.035
H: -3.0026 -1.0707 1.3942  -0.099
H: -2.3732 0.0154 1.4351  0.054
O: 1.7075 2.6974 1.9797  -0.056
H: 1.8257 1.8189 1.8665  -0.114
H: 1.9593 3.1047 1.1086  0.061

---

Stability, highest: A)

---

A) The following is a quantum chemistry calculation of an isolated molecule of CN2O2, from the Open Molecules 2025 dataset.

The value obtained for the frontier orbital gap is 9.65 eV. As for the charge: 0.

Last column: Löwdin charge in e.
CARTESIAN COORDINATES (ANGSTROEM)
N: -0.1417 1.8300 0.7549  0.243
C: 0.0054 0.7580 0.3861  -0.142
N: 0.1315 -0.4904 -0.1988  -0.286
O: 1.0578 -1.2685 -0.1547  0.147
O: -1.0530 -0.8291 -0.7874  0.037

---

B) The following is a quantum chemistry calculation of a cluster of 2 separate species, CN2O2 in total, from the Open Molecules 2025 dataset.

The value obtained for the frontier orbital gap (alpha / beta) is 11.51 / 6.15 eV. As for the charge: 0.

Last column: Löwdin charge in e.
CARTESIAN COORDINATES (ANGSTROEM)
C: -1.6399 0.2102 -0.0247  -0.056
N: -2.7429 -0.0292 0.0453  0.005
N: 1.4553 -0.0720 -0.0217  -0.235
O: 1.7611 1.0527 0.0447  0.142
O: 1.8778 -1.1674 0.0336  0.144

---

Stability, highest: A)

---

A) The following is a quantum chemistry calculation of a structure of composition C13H18N2O3S, from the Open Molecules 2025 dataset.

The value obtained for the frontier orbital gap is 8.71 eV. As for the charge: 0.

Last column: Löwdin charge in e.
CARTESIAN COORDINATES (ANGSTROEM)
C: 2.8065 3.2804 0.4208  -0.050
C: 3.2736 1.8193 0.0840  -0.086
H: 3.0782 1.6253 -0.9753  0.121
H: 4.2359 1.6128 0.2677  0.072
O: 2.3603 0.8307 0.8027  0.056
C: 2.2756 -0.3850 0.7528  -0.832
O: 2.9059 -0.9426 0.0080  0.189
C: 1.3789 -1.0109 1.5258  -0.096
H: 1.3072 -0.4698 2.4990  0.155
C: 0.0237 -1.1438 0.9887  -0.126
N: -0.0528 -0.1448 -0.2352  -0.099
C: -0.4108 -1.0072 -1.5449  -0.001
H: 0.0212 -0.6939 -2.4232  0.082
H: -1.3631 -1.2414 -1.4953  0.049
C: 0.4609 -2.4295 -1.5222  0.110
N: -0.0987 -3.2016 -0.1448  0.189
C: -0.3553 -2.7374 0.9307  -0.560
O: -0.9580 -3.2263 1.8735  0.054
H: -0.1135 -4.0484 -0.4277  0.067
H: 0.2917 -2.9379 -2.1934  -0.030
H: 1.4917 -2.2021 -1.3623  0.097
C: -0.7620 1.0508 -0.0302  -0.286
C: -2.1429 1.0095 -0.0346  -0.539
C: -3.1028 0.8776 -0.9353  -0.346
C: -4.3771 0.8743 -0.9057  -0.032
C: -4.3881 0.6982 0.6787  -0.393
S: -2.9251 0.6142 1.4442  1.100
H: -5.3130 0.7475 1.2639  0.051
H: -5.3006 0.6049 -1.2128  0.067
H: -2.7286 0.8413 -2.0763  0.164
H: -0.2186 1.5944 0.6261  0.081
H: -0.3972 1.4749 -1.2209  0.213
H: -0.7091 -0.6222 1.7161  0.113
H: 1.7702 -2.1620 1.7967  0.214
H: 2.9136 3.4750 1.3771  -0.009
H: 3.3927 4.1244 -0.2694  0.138
H: 1.7293 3.4513 -0.0471  0.106

---

B) The following is a quantum chemistry calculation of an isolated molecule of C13H18N2O3S, from the Open Molecules 2025 dataset.

The value obtained for the frontier orbital gap is 9.55 eV. As for the charge: 0.

Last column: Löwdin charge in e.
CARTESIAN COORDINATES (ANGSTROEM)
C: 3.6916 2.4355 -0.1146  -0.055
C: 3.8945 1.2753 0.8476  -0.201
O: 3.4046 0.0701 0.2557  0.005
C: 2.3794 -0.5394 0.8649  -0.543
O: 1.9133 -0.2144 1.9321  0.090
N: 1.9588 -1.6406 0.1635  -0.041
C: 0.6774 -2.2006 0.5429  -0.099
C: -0.4076 -1.6711 -0.4294  -0.099
N: 0.0923 -0.4860 -1.0865  -0.045
C: -0.0197 0.7804 -0.6057  -0.454
O: 0.6007 1.7046 -1.0947  0.057
C: -0.9931 1.0027 0.5433  -0.102
C: -2.3979 0.6738 0.1688  -0.553
C: -3.0264 0.9131 -1.0133  -0.123
C: -4.3759 0.4907 -1.0215  -0.184
C: -4.7569 -0.0647 0.1544  -0.417
S: -3.4759 -0.0835 1.3038  1.028
C: 1.1901 -0.7849 -1.9880  -0.093
C: 2.1927 -1.7183 -1.2633  -0.103
H: 2.6422 2.5119 -0.3908  0.055
H: 4.0052 3.3612 0.3590  0.077
H: 4.2767 2.2825 -1.0180  0.077
H: 4.9567 1.1154 1.0575  0.124
H: 3.3595 1.4440 1.7871  0.117
H: 0.4789 -1.8914 1.5698  0.119
H: 0.7380 -3.2912 0.5033  0.124
H: -0.6130 -2.4096 -1.2106  0.130
H: -1.3383 -1.4664 0.0934  0.091
H: -0.6679 0.4275 1.4129  0.111
H: -0.9185 2.0638 0.8030  0.136
H: -2.5386 1.3784 -1.8511  0.120
H: -5.0291 0.5994 -1.8685  0.100
H: -5.7120 -0.4649 0.4297  0.058
H: 0.8010 -1.2579 -2.8947  0.125
H: 1.6583 0.1653 -2.2497  0.120
H: 3.2195 -1.4295 -1.4781  0.123
H: 2.0461 -2.7598 -1.5601  0.124

---

Stability, highest: B)

---

A) The following is a quantum chemistry calculation of a cluster of 2 separate species, C2H4N2O4 in total, from the Open Molecules 2025 dataset.

The value obtained for the frontier orbital gap is 8.14 eV. As for the charge: 0.

Last column: Löwdin charge in e.
CARTESIAN COORDINATES (ANGSTROEM)
C: -0.0347 -0.4082 -0.1750  -0.353
C: 2.3339 -0.3773 -0.0401  -0.021
H: -2.1180 0.8997 -0.0797  0.242
H: 0.6901 1.5035 0.6418  0.173
H: 3.3032 -1.0570 -0.0395  0.167
H: -2.9333 -1.3925 -0.1034  0.234
N: -0.0288 0.7817 0.3034  0.025
N: -1.0748 -1.2852 -0.2129  0.059
O: -1.1460 1.9832 0.1395  -0.196
O: 1.1849 -1.1679 0.4311  -0.022
O: 2.1955 0.9643 -0.5799  -0.133
O: -2.3719 -0.4442 -0.2853  -0.175

---

B) The following is a quantum chemistry calculation of an isolated molecule of C2H4N2O4, from the Open Molecules 2025 dataset.

The value obtained for the frontier orbital gap is 10.46 eV. As for the charge: 0.

Last column: Löwdin charge in e.
CARTESIAN COORDINATES (ANGSTROEM)
O: 2.0171 0.5803 -0.2569  0.023
C: 1.9477 -0.6420 -0.0784  -0.325
O: 0.8940 -1.2807 0.2271  0.121
C: -0.2518 -0.4258 0.0871  -0.300
N: -1.2883 -1.1075 -0.3484  0.134
O: -2.4960 -0.3841 -0.1231  -0.050
N: -0.4548 0.8570 0.6550  -0.079
O: -0.3524 1.8478 -0.2669  -0.060
H: 2.9363 -1.1698 0.0422  0.171
H: -2.3153 0.4444 0.3502  0.072
H: 0.2730 0.9920 1.3847  0.157
H: 0.6306 1.7877 -0.6171  0.136

---

C) The following is a quantum chemistry calculation of a cluster of 2 separate species, C2H4N2O4 in total, from the Open Molecules 2025 dataset.

The value obtained for the frontier orbital gap is 9.87 eV. As for the charge: 0.

Last column: Löwdin charge in e.
CARTESIAN COORDINATES (ANGSTROEM)
O: -1.9237 -1.0098 -0.9476  0.042
N: -1.3842 -1.2980 0.1307  -0.385
O: -1.3317 -2.3939 0.6047  0.110
C: -0.5690 -0.2356 0.7150  -0.115
N: 0.3125 -0.4646 1.5878  0.019
O: 1.1963 0.3872 1.9086  0.046
H: -0.8754 0.6960 0.1343  0.152
H: 1.0810 1.3018 1.6401  0.115
C: 0.8590 0.7465 -1.4483  -0.170
O: 1.2624 1.7033 -0.8695  0.000
H: 1.2022 -0.1584 -1.0716  0.057
H: 0.1705 0.7255 -2.3842  0.128

---

Stability, highest: B)

---

A) The following is a quantum chemistry calculation of an isolated molecule of C3H7NO3S, from the Open Molecules 2025 dataset.

The value obtained for the frontier orbital gap (alpha / beta) is 8.55 / 8.65 eV. As for the charge: 0.

Last column: Löwdin charge in e.
CARTESIAN COORDINATES (ANGSTROEM)
C: -1.2309 -1.0701 -0.1837  -0.437
C: -0.0026 -1.6774 0.4223  -0.138
C: 0.1778 2.2132 -0.0301  -0.106
N: 0.2482 0.9567 0.6250  -0.096
O: 2.3876 -0.3309 0.6754  -0.316
O: 1.2382 -0.2269 -1.4997  -0.274
O: -1.5299 0.0957 0.3869  -0.026
S: 1.1369 -0.2324 -0.0818  0.630
H: -1.2783 -1.0477 -1.2803  0.123
H: -1.8735 -1.9474 0.0147  0.141
H: -0.1925 -1.9067 1.5210  0.143
H: 0.4580 -2.4786 -0.1322  0.098
H: 0.5741 2.0794 -0.9908  0.062
H: -0.7893 2.5767 -0.0457  0.071
H: 0.6762 2.9964 0.5991  0.126

---

B) The following is a quantum chemistry calculation of a cluster of 2 separate species, C3H7NO3S in total, from the Open Molecules 2025 dataset.

The value obtained for the frontier orbital gap is 10.05 eV. As for the charge: 0.

Last column: Löwdin charge in e.
CARTESIAN COORDINATES (ANGSTROEM)
C: 1.0090 -0.1233 -0.4169  -0.102
C: 0.7879 1.3752 0.0210  -0.164
C: -1.0801 0.1948 0.5199  -0.551
N: -0.4017 -0.6692 -0.3604  -0.040
O: -2.8864 0.3373 -1.3691  -0.435
O: -3.4759 -0.8373 0.8025  -0.312
O: -0.5347 1.4745 0.4803  -0.114
S: -2.8548 0.4516 0.0515  0.929
H: 1.5372 -0.0635 -1.3262  0.095
H: 1.4625 -0.8292 0.3269  0.124
H: 1.6022 1.5356 0.7256  0.119
H: 1.0085 1.9943 -0.7518  0.082
H: -0.9954 -0.4516 1.9180  0.215
H: -3.1810 -1.7385 0.6521  0.073
H: -0.9738 -0.7231 -1.1803  0.082

---

Stability, highest: B)

---

A) The following is a quantum chemistry calculation of a cluster of 2 separate species, C3H7NO3S in total, from the Open Molecules 2025 dataset.

The value obtained for the frontier orbital gap (alpha / beta) is 7.89 / 7.89 eV. As for the charge: 0.

Last column: Löwdin charge in e.
CARTESIAN COORDINATES (ANGSTROEM)
C: 1.2705 0.7698 0.1889  -0.575
C: -1.9318 0.2921 0.0209  -0.095
C: -0.7475 -0.5547 0.3756  -0.238
N: -0.5603 -1.6193 -0.3874  0.088
O: 2.2364 -1.6392 0.2135  -0.542
O: 0.8762 1.9018 -0.4432  -0.024
O: 2.4560 0.8022 0.9147  -0.267
S: 2.5925 -0.3478 -0.3443  0.960
H: -1.7915 1.4584 -0.2467  0.122
H: -2.4795 -0.0055 -0.9238  0.088
H: -2.6763 0.4073 0.8270  0.072
H: -0.6310 -0.5497 1.4627  0.124
H: 1.4976 2.6237 -0.2816  0.102
H: 0.3129 -2.1455 -0.0713  0.113
H: -0.4242 -1.3935 -1.3052  0.072

---

B) The following is a quantum chemistry calculation of an isolated molecule of C3H7NO3S, from the Open Molecules 2025 dataset.

The value obtained for the frontier orbital gap is 9.60 eV. As for the charge: 0.

Last column: Löwdin charge in e.
CARTESIAN COORDINATES (ANGSTROEM)
C: -1.2778 -0.2643 0.4591  -0.167
C: -1.2941 1.1526 -0.1449  -0.158
C: 0.8106 0.2734 -0.5515  -0.442
N: 0.0996 -0.7040 0.3490  -0.025
O: 2.5574 0.1276 1.3795  -0.496
O: 3.2244 -0.5859 -0.8812  -0.391
O: -0.1374 1.2861 -0.9556  -0.124
S: 2.5273 0.6747 0.0418  0.972
H: -1.5379 -0.1926 1.4467  0.087
H: -1.9232 -0.9333 -0.0561  0.102
H: -2.1211 1.3352 -0.8329  0.125
H: -1.1862 1.9271 0.5785  0.109
H: 1.0799 -0.3883 -1.5384  0.153
H: 3.1655 -1.5295 -0.3812  0.147
H: 0.6519 -1.0238 1.1599  0.108

---

Stability, highest: B)